17 unconnected molecules or ions with the total composition C55H138Br3N10O10, computed with the ωB97M-V functional and the def2-TZVPD basis.

## Properties
Max |F| (eV/A): 12.35
Charge: +7
E_tot (a.u.): -11196.90754
Energy above the lowest of the compared OMol25 structures with the same formula, charge and spin (kcal per mole): 351.28
Kohn-Sham gap (Eh): 0.0247

Element x y z (Å)
C1 2.48 0.68 0.87
C2 1.10 -0.11 0.95
C3 1.28 -1.62 0.65
C4 2.23 -2.33 1.65
C5 1.55 -2.24 3.02
C6 1.22 -0.82 3.63
N1 0.44 -0.09 2.43
O1 -0.66 0.18 2.49
C7 2.41 0.04 3.97
C8 0.16 -1.01 4.78
C9 0.13 0.49 -0.03
H1 2.54 1.13 -0.10
H2 3.32 0.00 0.92
H3 2.57 1.57 1.53
H4 1.77 -1.60 -0.32
H5 0.38 -2.14 0.49
H6 3.17 -1.80 1.53
H7 2.37 -3.37 1.39
H8 2.31 -2.58 3.73
H9 0.61 -2.74 3.13
H10 2.72 -0.18 4.97
H11 2.22 1.10 3.95
H12 3.18 -0.17 3.25
H13 0.00 -0.10 5.39
H14 0.51 -1.82 5.40
H15 -0.85 -1.24 4.45
H16 0.48 0.08 -0.97
H17 0.11 1.56 0.06
H18 -0.88 0.14 0.05
C10 -8.55 8.32 -9.35
C11 -8.10 9.02 -10.44
C12 -8.44 9.84 -11.44
C13 0.53 0.24 -6.28
C14 1.47 0.41 -5.27
C15 -1.90 5.35 -13.17
N2 -2.30 5.62 -12.03
O2 -2.28 5.19 -10.94
C16 -2.63 4.53 -14.16
C17 -0.80 6.46 -13.54
C18 -8.10 10.76 -12.50
H19 -7.56 7.85 -9.13
H20 -8.93 7.35 -9.94
H21 -9.37 8.57 -8.54
H22 -2.17 -1.60 -0.84
H23 16.95 7.38 0.64
H24 0.52 1.27 -6.71
H25 -0.04 -0.74 -6.40
H26 1.77 1.41 -5.10
H27 1.64 -0.38 -4.61
H28 -1.76 3.79 -14.17
H29 -2.86 5.09 -15.14
H30 -3.49 3.96 -13.92
H31 -0.66 7.01 -12.64
H32 -1.13 6.63 -14.55
H33 0.27 6.12 -13.60
H34 -7.01 10.98 -12.68
H35 -8.42 11.65 -12.00
H36 -8.36 10.12 -13.33
C19 -3.29 -5.59 1.48
C20 -4.66 -5.32 2.14
C21 -4.65 -4.45 3.39
C22 -6.02 -3.92 3.70
C23 -6.76 -3.05 2.66
C24 -6.67 -3.62 1.27
N3 -5.46 -4.40 1.09
O3 -4.93 -4.32 -0.10
C25 -6.68 -2.49 0.21
C26 -7.83 -4.65 1.05
C27 -5.47 -6.59 2.29
H37 -2.63 -6.20 2.16
H38 -2.82 -4.57 1.36
H39 -3.27 -6.19 0.51
H40 -4.04 -3.54 3.32
H41 -4.20 -4.98 4.23
H42 -6.18 -3.30 4.63
H43 -6.71 -4.72 3.96
H44 -6.31 -2.06 2.58
H45 -7.78 -2.99 3.02
H46 -7.49 -1.78 0.43
H47 -6.81 -2.85 -0.83
H48 -5.71 -1.94 0.31
H49 -8.77 -4.18 0.86
H50 -8.00 -5.25 1.95
H51 -7.55 -5.31 0.25
H52 -6.20 -6.54 3.14
H53 -4.70 -7.39 2.56
H54 -6.04 -6.81 1.38
C28 1.29 3.68 7.09
C29 0.79 5.00 6.53
C30 -0.48 5.50 7.27
O4 -0.73 6.87 6.91
C31 -1.99 7.38 7.38
N4 1.94 6.03 6.70
H55 2.75 5.83 6.01
H56 1.54 6.97 6.54
H57 2.25 5.99 7.67
H58 0.47 2.98 6.94
H59 1.61 3.65 8.16
H60 2.17 3.29 6.54
H61 0.54 5.06 5.46
H62 -0.46 5.38 8.37
H63 -1.33 4.90 6.85
H64 -2.08 8.41 7.04
H65 -2.00 7.50 8.47
H66 -2.81 6.70 7.07
C32 4.51 -4.02 -4.24
C33 3.65 -4.78 -5.28
C34 3.87 -4.34 -6.71
O5 4.95 -4.99 -7.27
C35 5.19 -4.54 -8.59
N5 3.90 -6.28 -5.32
H67 3.83 -6.74 -4.39
H68 3.25 -6.69 -5.95
H69 4.80 -6.41 -5.82
H70 4.61 -2.98 -4.53
H71 5.54 -4.41 -4.10
H72 4.06 -4.10 -3.26
H73 2.62 -4.71 -4.96
H74 3.98 -3.27 -6.79
H75 2.99 -4.67 -7.31
H76 5.83 -5.34 -8.97
H77 5.59 -3.56 -8.57
H78 4.24 -4.53 -9.15
C36 2.04 -2.03 14.94
C37 3.07 -2.29 13.90
C38 2.93 -1.50 12.54
O6 4.00 -1.93 11.79
C39 4.06 -1.18 10.56
N6 4.47 -1.97 14.30
H79 5.10 -2.35 13.59
H80 4.56 -0.97 14.30
H81 4.71 -2.34 15.22
H82 1.09 -2.09 14.41
H83 2.12 -1.08 15.42
H84 1.92 -2.82 15.66
H85 3.10 -3.34 13.65
H86 2.94 -0.40 12.79
H87 2.01 -1.73 11.99
H88 4.16 -0.14 10.87
H89 3.13 -1.26 10.02
H90 4.87 -1.62 9.98
C40 3.42 13.12 -1.24
C41 4.29 11.96 -1.32
C42 3.74 10.92 -2.23
O7 4.74 9.94 -2.41
C43 4.09 8.61 -2.65
N7 5.66 12.37 -1.96
H91 6.11 11.46 -2.19
H92 5.56 12.83 -2.86
H93 6.22 12.93 -1.28
H94 2.41 12.79 -0.88
H95 3.21 13.58 -2.21
H96 3.74 13.89 -0.57
H97 4.53 11.44 -0.41
H98 3.48 11.44 -3.20
H99 2.86 10.53 -1.68
H100 4.96 7.93 -2.95
H101 3.33 8.66 -3.43
H102 3.61 8.24 -1.73
C44 -10.21 -6.48 -9.79
C45 -10.59 -6.86 -8.35
C46 -10.27 -6.03 -7.13
O8 -11.04 -4.85 -7.18
C47 -10.82 -3.85 -6.20
N8 -12.10 -7.05 -8.30
H103 -12.53 -6.10 -8.30
H104 -12.47 -7.57 -9.17
H105 -12.41 -7.61 -7.52
H106 -9.38 -7.12 -10.15
H107 -9.96 -5.44 -9.96
H108 -11.08 -6.80 -10.39
H109 -10.14 -7.80 -8.07
H110 -9.18 -5.75 -7.02
H111 -10.53 -6.55 -6.23
H112 -9.76 -3.54 -6.24
H113 -11.08 -4.27 -5.23
H114 -11.48 -3.00 -6.48
C48 8.78 5.52 5.70
C49 8.55 5.02 4.30
C50 8.39 3.47 4.44
O9 7.63 2.86 3.45
C51 8.21 2.76 2.19
N9 7.43 5.52 3.47
H115 7.07 4.88 2.74
H116 6.60 5.65 4.12
H117 7.68 6.31 2.90
H118 9.74 5.09 5.92
H119 8.07 5.19 6.42
H120 8.91 6.56 5.81
H121 9.44 5.12 3.70
H122 8.07 3.15 5.41
H123 9.38 3.09 4.32
H124 7.40 2.31 1.53
H125 9.07 2.09 2.23
H126 8.60 3.73 1.74
C52 0.07 -10.27 0.59
C53 1.19 -9.37 0.87
C54 2.08 -9.84 2.00
O10 3.34 -9.22 1.96
C55 3.47 -8.28 2.99
N10 2.19 -9.27 -0.29
H127 1.72 -9.75 -1.09
H128 2.37 -8.32 -0.59
H129 3.12 -9.73 -0.06
H130 0.47 -11.32 0.53
H131 -0.28 -10.06 -0.41
H132 -0.67 -10.23 1.36
H133 0.84 -8.36 0.99
H134 2.21 -10.95 2.03
H135 1.55 -9.68 2.93
H136 2.72 -8.37 3.75
H137 3.45 -7.25 2.54
H138 4.45 -8.48 3.50
Br1 2.83 -6.66 -2.11
Br2 -2.23 -1.95 1.95
Br3 4.53 5.16 4.92